(1)
Here is a structure of composition C25H21ClFN2O4PPd at a distorted geometry from the OMol25 dataset. Energies are from ωB97M-V with the def2-TZVPD basis set.

The geometry in XYZ format:
```
56
Properties=species:S:1:pos:R:3:forces:R:3
Pd -1.3097 -0.0452 2.6535 0.53 -0.18 -0.51
Cl -2.5264 -2.9559 0.5866 0.66 0.54 -0.07
P -2.1050 0.5612 0.7512 0.55 -0.22 -0.08
F 3.9575 -2.1743 -3.2418 -0.71 -0.15 -0.71
O 6.8442 -1.2461 1.1590 -1.28 -0.17 -0.71
O 3.4254 -2.8614 3.2023 0.26 0.26 -0.01
O 3.8709 -3.7061 1.1636 0.17 0.26 -0.34
O 6.6974 -2.2455 -3.2101 -0.09 0.11 -0.12
N 4.7377 -1.3391 0.1801 -0.38 -0.45 -0.52
N 6.7065 -1.7957 -0.9945 -0.60 0.03 -0.71
C 6.0557 -1.9885 -2.1995 0.64 -0.45 -0.39
C 4.6112 -1.9207 -2.1181 1.13 -0.02 0.73
C 4.0178 -1.7070 -0.9431 0.06 0.62 0.59
C -2.6664 2.8871 -0.9340 -0.74 0.53 0.67
C 0.8215 -0.3306 -2.2382 -0.32 0.48 0.46
C 1.4535 1.5871 -0.9352 0.15 0.65 -0.36
C -2.7139 2.2700 0.3306 0.62 0.21 -0.90
C -5.9645 -1.6005 -0.7120 -0.04 -0.80 0.06
C 6.0948 -1.4598 0.1919 1.93 0.48 1.55
C 0.3806 -1.0065 3.6757 -0.56 1.13 0.68
C -3.7199 4.8906 -0.0198 0.57 -0.66 -0.12
C -3.1773 3.0149 1.3802 -0.38 0.49 1.06
C 0.2137 1.5793 -0.3353 -0.38 0.14 1.04
C -3.5536 -0.3852 0.0562 -0.29 -0.15 0.44
C 4.0595 -1.3075 1.4715 -0.05 -0.95 0.68
C -0.7287 0.5727 -0.5767 -0.06 -0.26 0.16
C -3.1896 4.1668 -1.1139 -0.36 0.47 0.05
C 1.7614 0.6449 -1.9074 0.03 -0.54 0.01
C -3.7006 -1.7925 0.0530 -0.27 0.29 0.29
C 3.7664 -2.7993 2.0189 0.03 0.19 -0.05
C -3.6805 4.3061 1.2462 -0.26 0.42 -0.34
C -0.4211 -0.3606 -1.5718 0.61 0.42 0.36
C -5.9008 -0.2230 -0.5838 -0.36 -1.17 -0.39
C -4.7454 0.3488 -0.1427 0.94 0.07 -0.40
C -4.9065 -2.3884 -0.2875 -0.07 -0.71 -0.48
H -4.7354 1.4180 -0.0379 0.10 0.13 0.00
H 2.9472 -1.6730 -0.8290 -0.11 -0.17 0.05
H -4.0542 4.8397 2.1321 0.22 -0.21 -0.46
H -6.8089 -2.1154 -1.1504 -0.31 0.20 0.16
H 0.3436 -2.0656 3.5273 0.03 -0.81 -0.31
H 2.7692 0.6110 -2.3191 -0.28 0.05 -0.14
H -2.2515 2.3655 -1.7630 0.23 -0.39 -0.57
H 7.7239 -1.8746 -0.9799 -0.64 0.08 0.03
H 3.0890 -0.8232 1.4120 -0.01 0.22 -0.29
H -4.0777 5.9037 -0.1643 -0.10 -0.07 0.01
H -6.7426 0.3479 -0.9050 -0.42 0.56 0.05
H 1.2261 -0.6081 3.0954 0.04 -0.17 0.29
H 0.5977 -0.8890 4.7661 -0.08 0.22 -0.68
H -0.0363 2.2965 0.4642 0.38 -0.26 -0.45
H 4.7109 -0.7527 2.1355 -0.12 -0.08 0.26
H 2.1823 2.3660 -0.6896 -0.24 -0.32 0.04
H -1.0977 -1.1618 -1.7593 -0.45 -0.52 -0.23
H -4.9588 -3.5092 -0.2647 -0.06 1.30 -0.14
H -3.2349 4.6364 -2.1163 0.23 -0.41 0.65
H 1.0728 -1.0796 -2.9772 -0.08 -0.09 0.00
H -3.1306 2.5775 2.3679 -0.01 -0.18 0.14
```
Forces are in eV/Å.

The molar mass is 605.30 g mol⁻¹. As for the charge: -2. As for the HOMO energy: -0.75 eV. As for the orbital gap: 4.89 eV.


(2)
Here is a structure of composition C25H21F3N3O2PReS from the OMol25 dataset. Energies are from ωB97M-V with the def2-TZVPD basis set.

The geometry in XYZ format:
```
57
Properties=species:S:1:pos:R:3:forces:R:3
Re -0.8983 -1.3720 -1.1696 -0.16 0.12 0.13
S 0.1441 -2.2769 -2.8827 0.54 -0.14 -0.23
P -0.7994 -0.5346 1.1842 -0.14 0.12 -0.12
F 0.6783 4.7795 -4.0516 -0.07 0.01 0.03
F -0.5126 5.4507 -2.3690 0.00 -0.03 -0.05
F -1.4804 4.9036 -4.2325 0.05 0.01 0.04
O -1.8474 -2.6552 -0.2023 0.00 -0.09 0.36
O -2.5441 -3.9142 1.5261 0.01 0.00 0.08
N -0.7223 0.6135 -1.9305 -0.01 -0.20 0.13
N 2.3399 -2.4821 -1.3429 0.05 -0.07 0.12
N 1.4739 -4.4852 -2.3089 0.11 0.02 -0.01
C -0.5807 3.1807 -2.9027 0.02 0.02 0.02
C -3.6917 2.2858 0.9066 -0.01 -0.02 0.00
C -1.8663 -3.0257 1.1678 -0.06 0.03 -0.37
C -2.3695 0.3201 1.3559 0.06 0.06 0.06
C 4.4156 -2.3951 -0.0854 0.02 0.03 -0.02
C -1.6784 1.0813 -2.7508 -0.04 0.05 0.01
C 1.8543 -0.0117 1.5819 0.06 0.04 -0.04
C 1.4892 -3.2048 -2.0432 -0.37 0.12 -0.18
C 2.9232 0.6578 2.1520 -0.03 -0.01 -0.01
C 1.4008 2.1865 3.2308 -0.01 0.02 0.00
C -0.4784 4.6098 -3.4093 0.01 0.03 -0.02
C 0.5515 0.4211 1.8448 0.05 -0.08 0.07
C 0.4169 2.6955 -2.0656 -0.01 -0.05 0.02
C -4.7853 1.6810 1.5175 0.01 -0.01 0.00
C -1.6424 2.3658 -3.2544 -0.01 -0.03 0.00
C -3.4701 -0.2815 1.9681 -0.01 -0.04 0.00
C -4.6739 0.4025 2.0445 -0.02 0.03 -0.01
C 3.3995 -3.1660 -0.8597 -0.10 -0.03 -0.05
C -2.4891 1.6086 0.8185 0.01 0.02 -0.03
C 0.3211 1.5219 2.6695 -0.03 -0.01 0.01
C 3.5182 -4.5306 -1.1007 0.04 0.04 0.02
C 2.5205 -5.1612 -1.8220 -0.05 -0.01 -0.02
C 0.3150 1.4069 -1.5938 0.04 0.03 -0.09
C 2.6939 1.7545 2.9760 0.04 0.00 0.00
C -0.9533 -2.1521 2.0015 0.02 0.06 0.10
H -1.3157 -2.0800 3.0267 -0.01 -0.05 0.00
H -3.4132 -1.2732 2.3979 0.02 0.00 0.00
H 2.5492 -6.2235 -2.0297 -0.01 0.00 0.01
H -2.4849 0.4044 -3.0074 -0.01 0.01 0.01
H 3.9820 -2.0436 0.8508 0.01 -0.02 0.08
H -5.5233 -0.0639 2.5242 0.00 0.00 0.00
H -5.7246 2.2125 1.5883 0.00 0.00 0.00
H 3.5313 2.2732 3.4231 0.00 0.00 0.00
H 4.7285 -1.5197 -0.6538 0.01 0.00 -0.02
H -2.4265 2.7122 -3.9123 0.00 0.00 0.00
H 1.0687 0.9788 -0.9455 0.00 0.01 -0.01
H -0.6869 1.8527 2.8825 0.00 -0.01 0.01
H 1.2306 3.0382 3.8750 -0.01 0.00 0.00
H -1.6364 2.0953 0.3572 0.01 0.00 0.01
H 1.2639 3.3069 -1.7857 0.00 0.01 -0.01
H 0.0365 -2.6176 2.0327 0.01 0.03 -0.02
H 4.3701 -5.0858 -0.7350 0.00 0.01 0.00
H 5.2867 -3.0026 0.1461 0.00 0.01 0.01
H 3.9355 0.3298 1.9600 0.01 -0.01 -0.01
H 2.0341 -0.8603 0.9285 -0.03 0.00 -0.02
H -3.7778 3.2878 0.5082 0.00 0.00 0.00
```
Forces are in eV/Å.

The molar mass is 701.70 g mol⁻¹. The spin multiplicity is 4. As for the charge: +2. As for the HOMO energy (alpha / beta): -14.82 / -15.30 eV. As for the orbital gap (alpha / beta): 6.63 / 6.74 eV.


(3)
Here is a structure of composition C25H22AsMnOS7 from the OMol25 dataset. Energies are from ωB97M-V with the def2-TZVPD basis set.

The geometry in XYZ format:
```
57
Properties=species:S:1:pos:R:3:forces:R:3
As -1.1179 1.2035 -2.0312 -0.36 0.51 -0.15
Mn -0.0176 0.1553 0.1183 0.43 -0.49 0.45
S 0.7749 2.6674 4.2670 -0.36 0.03 0.13
S -0.4823 0.5959 2.4999 0.16 0.13 0.07
S 0.9506 -3.0726 0.1001 -0.12 0.38 -0.30
S 2.6784 4.8094 5.1018 -0.19 0.08 -0.16
S -2.0655 -1.3160 -0.2400 -0.23 0.07 -0.28
S 2.7324 3.5103 2.4158 0.08 0.22 -0.28
S 1.9690 1.6047 0.2343 0.04 0.16 0.15
O 1.2099 -1.6267 -0.2866 -0.09 -0.14 0.10
C -3.2048 2.0714 -0.1234 -0.04 0.10 0.13
C 2.4828 -3.5535 0.9214 0.16 -0.10 0.12
C 1.6871 2.2278 1.8515 0.11 -0.08 -0.32
C 2.3451 -3.1347 2.3811 -0.01 0.01 -0.05
C -2.8992 3.8374 1.4860 0.00 0.00 0.00
C -1.9970 4.5555 -4.4614 0.02 -0.03 0.02
C -4.0008 -1.7860 -2.1320 0.08 -0.01 0.07
C -4.4041 -0.4454 -4.0941 0.00 -0.05 0.05
C -4.7234 -1.5320 -3.2848 0.05 0.03 0.03
C -1.0361 4.4708 -5.4629 -0.03 -0.01 0.04
C 0.9379 -3.5843 2.7664 0.01 0.02 -0.05
C -3.6896 2.8431 0.9253 0.03 -0.03 -0.03
C -0.1064 3.4420 -5.4408 -0.01 -0.04 0.06
C -2.0301 3.6136 -3.4415 0.07 0.05 -0.12
C 2.0479 3.7691 3.9624 0.42 -0.35 0.29
C -3.3541 0.3782 -3.7239 -0.03 -0.06 0.02
C -1.1372 3.3039 -0.0578 -0.04 0.07 0.12
C -1.1022 2.5754 -3.4178 0.07 -0.06 -0.10
C 0.7520 1.8235 2.7359 -0.25 -0.17 0.03
C -1.9272 2.3023 -0.6150 0.04 -0.11 -0.14
C -1.6238 4.0715 0.9912 0.00 -0.03 -0.02
C -0.1399 2.4986 -4.4187 -0.02 0.10 -0.08
C 0.0276 -3.0430 1.6665 -0.05 -0.07 0.10
C -2.6281 0.1300 -2.5618 0.04 0.01 -0.05
C -2.9277 -0.9668 -1.7373 -0.10 -0.10 0.00
H -1.0093 5.2107 -6.2539 0.00 -0.01 0.01
H -4.6796 2.6484 1.3198 0.01 0.00 0.00
H 2.5788 -4.6381 0.8155 0.01 0.02 0.03
H 3.2756 -3.0606 0.3610 0.03 -0.02 0.04
H 2.4265 -2.0480 2.4567 -0.02 0.01 0.01
H -3.2694 4.4182 2.3224 0.00 -0.01 -0.02
H 0.6512 3.3764 -6.2121 -0.01 0.00 0.01
H -0.1254 3.4599 -0.4106 0.03 0.01 -0.03
H -4.9651 -0.2425 -4.9976 0.00 -0.01 0.00
H -5.5435 -2.1868 -3.5572 0.01 0.00 0.02
H -0.1771 -1.9814 1.8277 -0.01 -0.03 0.07
H -3.8121 1.2765 -0.5343 -0.02 -0.02 -0.03
H 0.5952 1.7033 -4.3985 0.02 -0.03 0.01
H -0.9188 -3.5620 1.5261 0.05 -0.01 0.03
H 0.8968 -4.6772 2.7993 -0.02 0.00 0.01
H 3.1199 -3.5798 3.0061 0.00 -0.01 -0.01
H -2.7211 5.3612 -4.4714 0.01 -0.01 0.00
H -3.0988 1.2241 -4.3491 0.03 0.04 0.01
H -0.9933 4.8298 1.4387 0.00 0.00 0.00
H -4.2536 -2.6331 -1.5051 0.00 0.02 -0.02
H -2.7739 3.6897 -2.6588 -0.02 0.00 0.02
H 0.6219 -3.2095 3.7404 0.02 0.05 -0.03
```
Forces are in eV/Å.

The molar mass is 692.78 g mol⁻¹. The spin multiplicity is 6. As for the charge: -1. As for the HOMO energy (alpha / beta): -3.81 / -3.90 eV. As for the orbital gap (alpha / beta): 5.98 / 6.06 eV.


(4)
Here is a structure of composition C25H22Cl3F5IrN4O2S3 from the OMol25 dataset. Energies are from ωB97M-V with the def2-TZVPD basis set.

The geometry in XYZ format:
```
65
Properties=species:S:1:pos:R:3:forces:R:3
Ir 0.4013 -0.0166 0.9199 -0.01 0.12 0.02
Cl -0.9006 -1.8860 0.2023 0.02 -0.08 -0.04
Cl 4.0569 -3.2271 1.7588 0.00 -0.02 0.01
Cl 0.8520 -6.9630 -0.4360 0.00 0.00 0.00
S -2.3792 3.3203 -0.4863 0.00 0.01 -0.02
S 3.3052 3.1096 2.4255 -0.02 -0.01 0.00
S -0.6375 -0.2504 2.9937 0.04 0.02 0.04
F 0.7802 4.0997 5.2936 0.01 0.00 0.00
F -1.5028 5.3805 4.5722 0.00 0.00 0.00
F 1.1562 1.5413 4.6352 0.00 -0.01 0.01
F -3.0752 1.4880 2.5255 0.01 0.01 0.00
F -3.4240 4.0463 3.1903 0.00 0.00 0.00
O 1.7651 -1.4482 1.3484 0.02 -0.10 0.09
O 1.5280 0.2164 -0.9170 -0.01 0.04 -0.06
N 0.9519 -1.3239 -2.5057 0.02 0.00 0.02
N 3.1599 -1.0462 -1.8286 -0.01 -0.01 0.00
N -0.7603 1.5926 0.3694 0.03 0.03 -0.04
N 1.5833 1.5047 1.5482 -0.10 -0.01 -0.01
C 3.3380 0.3713 2.9329 0.02 0.02 -0.01
C 2.5375 -3.6734 1.0648 0.01 -0.01 -0.01
C -0.2710 -0.6397 -2.8836 0.00 0.01 0.00
C -0.9207 1.4201 3.5066 0.02 -0.01 0.01
C 2.6840 1.5274 2.2645 0.04 0.00 -0.01
C -2.0940 2.1005 3.1980 -0.02 0.02 0.00
C 3.7668 -1.5207 -3.0659 0.00 -0.02 0.00
C -1.3240 4.1076 4.2462 0.02 0.00 0.01
C 0.0185 2.1273 4.2523 -0.02 -0.01 -0.01
C 1.0726 -2.7052 -2.9461 0.01 0.02 -0.03
C -0.1610 3.4510 4.6116 -0.02 0.01 -0.01
C 1.5457 -2.6793 0.9511 0.00 0.00 -0.02
C -0.1192 2.8159 0.4825 0.02 -0.01 0.01
C -2.3002 3.4245 3.5421 -0.01 -0.01 -0.01
C 1.8667 -0.7017 -1.7217 0.00 -0.03 -0.04
C 1.1801 2.7670 1.1362 -0.01 0.02 0.00
C -1.9699 1.7066 -0.1254 0.00 -0.03 0.04
C 2.3285 -4.9708 0.6452 -0.03 0.00 -0.01
C 0.0932 -4.4052 -0.0435 0.02 -0.03 0.02
C 4.0972 -0.5964 -0.8086 0.01 0.03 0.00
C 2.0132 3.7601 1.5152 0.01 -0.01 -0.01
C -0.8517 3.8671 0.0494 -0.02 0.00 0.02
C -2.9166 0.5768 -0.3211 0.00 -0.01 0.00
C 1.1051 -5.3352 0.0913 0.02 0.02 0.02
C 0.3528 -3.1160 0.3802 -0.05 0.03 0.01
H -1.1437 -1.2130 -2.5650 0.00 0.00 0.01
H -0.8646 -4.6786 -0.4644 0.00 0.00 0.00
H 0.1421 -3.2251 -2.7094 0.01 0.00 -0.01
H 4.5129 0.3820 -1.0627 0.00 0.00 0.00
H 1.2433 -2.7841 -4.0219 0.00 0.00 0.00
H -0.3154 -0.5301 -3.9696 0.00 0.00 0.00
H 3.9992 -0.1559 2.2458 -0.01 -0.01 -0.01
H -0.2935 0.3451 -2.4244 -0.01 -0.01 0.00
H 2.5832 -0.3325 3.2730 -0.02 0.00 0.01
H -2.9713 -0.0047 0.6001 -0.01 -0.01 -0.03
H -2.5837 -0.0668 -1.1361 0.01 0.01 -0.01
H 4.1094 -2.5527 -2.9767 0.00 0.00 0.00
H 1.8794 -3.2013 -2.4129 -0.01 -0.01 0.01
H -0.5873 4.9110 0.0425 0.00 0.00 0.00
H 4.6274 -0.8898 -3.2907 0.00 0.00 0.01
H -3.9122 0.9428 -0.5622 0.00 0.00 0.01
H 3.9238 0.7237 3.7801 0.00 0.00 0.00
H 3.0668 -1.4428 -3.8914 0.00 0.01 -0.01
H 3.5879 -0.5492 0.1470 0.01 0.00 0.01
H 4.9068 -1.3219 -0.7406 0.00 0.00 0.00
H 1.9163 4.8174 1.3343 0.01 0.00 0.00
H 3.1159 -5.7033 0.7531 0.00 0.00 0.00
```
Forces are in eV/Å.

The molar mass is 900.24 g mol⁻¹. As for the charge: +1. As for the HOMO energy: -10.63 eV. As for the orbital gap: 7.85 eV.